1.
19
Properties=species:S:1:pos:R:3:forces:R:3:nbo_charge:R:1 method="wB97M-V/def2-TZVPD" e_above_lowest_kcal_mol=104.8 e_homo_ha=-0.5006 gap_ha=0.34078 largest_force_ev_per_a=6.09 total_charge=+1
Si -3.330502 -0.716619 -0.138650 1.5 0.2 1.1 1.388
N -1.763554 -1.117108 -0.277382 -1.2 -0.4 -0.9 -1.387
N 0.945037 -0.111940 -0.200679 1.4 4.0 -4.4 -0.178
C 0.708949 1.012818 -0.834576 -0.4 -1.8 2.7 0.087
C 0.548207 -0.207230 1.131302 -1.6 -2.8 2.0 -0.500
C 1.589387 -1.183126 -0.985974 -0.7 -0.6 3.8 -0.400
H -4.585775 -1.094104 -0.791230 0.0 0.0 -0.1 -0.145
H 0.179395 1.779293 -0.315045 -0.2 0.3 0.6 0.205
H 2.544955 -1.412280 -0.530620 0.3 0.0 -0.4 0.245
H -3.199237 0.128213 1.051529 -1.1 0.4 0.0 -0.175
H 1.156829 5.325191 2.737986 0.0 0.0 0.0 -0.005
H 0.519819 0.789177 1.587557 -0.3 -0.6 0.1 0.239
H -0.461057 -0.797836 0.976839 1.0 1.6 0.7 0.330
H 1.128874 -0.963484 1.710402 0.2 1.0 -0.5 0.245
H 0.953365 1.294578 -1.807660 0.7 -0.6 -1.7 0.219
H 1.521556 -0.985640 -1.979835 0.5 0.9 -2.8 0.228
H 1.897179 5.326793 2.760417 0.0 0.0 0.0 0.006
H 0.926433 -1.997291 -0.828070 -0.4 -1.2 0.2 0.230
H -1.537014 -1.787418 -0.991844 0.2 -0.4 -0.5 0.369



2.
21
Properties=species:S:1:pos:R:3:forces:R:3:nbo_charge:R:1 method="wB97M-V/def2-TZVPD" e_homo_ha="-0.2812 / -0.5104" spin_multiplicity=3 gap_ha="0.17697 / 0.30273" largest_force_ev_per_a=1.91 s2=2.003 total_charge=+1
P -1.642922 -1.021679 2.075421 -0.2 0.6 1.8 0.944
O -2.955477 -1.213509 1.108638 -0.3 1.1 -1.2 -1.018
N -1.425412 0.620838 1.676957 0.0 0.0 -0.5 -1.216
N 0.623480 0.818383 -1.354187 -0.2 -0.1 -0.1 -0.502
N 2.282634 -0.617187 -0.683156 0.1 0.2 0.0 -0.728
C 1.495517 1.957455 -1.531337 0.3 0.3 0.0 -0.445
C 0.022519 -1.457242 -0.859117 -0.3 -0.2 0.3 -0.675
C 1.017091 -0.373857 -0.972267 -0.1 0.2 -0.1 0.563
H -0.700950 1.065056 2.226126 -0.2 -0.3 0.1 0.402
H 2.292788 1.721556 -2.237662 0.0 0.0 0.0 0.221
H -3.292404 -2.108742 1.053039 -0.1 -0.5 0.3 0.514
H 2.567023 -1.535548 -0.383238 0.0 0.0 0.0 0.434
H -0.436630 -1.421586 0.144022 0.2 -0.1 -0.4 0.243
H -2.286031 1.155237 1.758499 -0.1 0.1 -0.5 0.406
H -0.365448 0.958795 -1.507642 0.1 -0.2 0.1 0.436
H 0.475321 -2.436034 -0.980155 0.1 -0.1 0.0 0.253
H -2.353728 -0.921054 3.303847 0.6 -1.0 0.4 0.013
H 2.983154 0.110765 -0.696388 -0.1 -0.1 0.0 0.425
H 1.935229 2.271070 -0.583087 0.0 0.0 0.0 0.219
H -0.778878 -1.336670 -1.583317 0.0 0.0 0.0 0.260
H 0.920323 2.785670 -1.933102 0.0 0.0 0.0 0.251



3.
20
Properties=species:S:1:pos:R:3:forces:R:3:nbo_charge:R:1 method="wB97M-V/def2-TZVPD" e_above_lowest_kcal_mol=41.4 e_homo_ha=-0.4812 gap_ha=0.34394 largest_force_ev_per_a=6.53 total_charge=+1 smiles="C[N+](C)=P(C)(N)N"
P -0.851905 0.041726 0.160390 2.5 1.0 0.2 1.824
N -1.320132 1.004506 1.459955 1.6 -4.8 0.3 -1.157
N 1.190977 -0.210017 0.508875 -5.5 -3.4 -0.8 -0.531
N -1.339181 -1.559894 0.154997 0.3 0.9 1.2 -1.155
C -1.609226 0.788850 -1.472234 -0.1 -1.8 1.4 -0.924
C 1.898779 0.970302 0.547576 0.2 2.8 -2.2 -0.447
C 1.694259 -1.264942 -0.438397 -0.2 1.6 0.6 -0.437
H -2.209483 -1.583665 0.705802 0.4 -0.7 -0.4 0.423
H 0.983372 -2.044019 -0.539620 -0.8 -0.7 0.0 0.194
H -0.596600 -2.194937 0.504347 -1.0 0.4 0.0 0.435
H 2.924957 0.738122 0.827237 -0.1 0.4 0.9 0.244
H -2.185493 -0.119192 -1.833406 1.3 0.8 -0.1 0.281
H 1.291094 1.748214 1.093717 1.4 -0.7 -0.1 0.228
H 2.051874 1.334504 -0.513017 -0.1 0.3 0.8 0.164
H -1.373595 0.524597 2.398645 0.1 1.3 -1.4 0.448
H -0.681136 1.054515 -2.010191 -1.0 0.1 -0.4 0.268
H 1.786306 -0.820077 -1.437030 0.8 -0.3 0.1 0.196
H 2.564321 -1.751858 0.015510 0.2 0.5 -0.5 0.239
H -2.448644 1.514525 -1.402387 1.3 0.2 0.4 0.282
H -1.770538 1.828748 1.269229 -1.4 2.2 -0.1 0.426



4.
20
Properties=species:S:1:pos:R:3:forces:R:3:nbo_charge:R:1 method="wB97M-V/def2-TZVPD" e_above_lowest_kcal_mol=24.7 e_homo_ha="-0.6824 / -0.6816" spin_multiplicity=2 gap_ha="0.42123 / 0.20905" largest_force_ev_per_a=4.09 s2=0.760 total_charge=+2
N -0.336844 0.122112 -1.681259 -0.8 0.6 1.3 -0.502
N -2.248169 -0.577990 -0.504458 0.9 3.0 0.2 -0.724
N 0.107075 0.490337 1.426102 2.7 -0.4 2.2 -0.640
N 2.066905 -0.962359 2.255450 -2.1 3.4 1.0 -0.288
C 0.978961 -0.695216 1.252773 0.6 -1.1 -2.6 -0.148
C 0.541680 1.152029 -2.255145 0.0 0.9 -0.5 -0.435
C -1.387952 0.402734 -0.923665 -0.5 -2.6 -0.9 0.408
H 0.728052 1.301734 1.489892 -0.3 0.5 -0.6 0.395
H 0.327870 -1.568763 1.252441 0.3 -0.1 0.1 0.230
H 1.631510 -1.248209 3.123810 0.3 -1.2 0.6 0.403
H -0.291877 0.470047 2.371391 -0.6 -0.1 -0.2 0.400
H -3.007627 -0.253538 0.081602 -0.1 -0.1 -0.1 0.435
H 0.158482 2.158073 -1.966823 0.3 -0.8 -0.1 0.237
H 1.583526 1.050839 -1.914830 -0.4 -0.1 -0.1 0.227
H 0.515527 1.122399 -3.363868 0.0 -0.2 0.7 0.267
H -1.947357 -1.497453 -0.300890 0.2 -1.1 -0.3 0.415
H -1.667789 1.424463 -0.703463 0.1 0.1 -0.3 0.245
H 1.510413 -0.630375 0.261367 -0.7 0.1 1.0 0.233
H 2.642764 -0.129256 2.543045 0.3 -1.0 -0.9 0.419
H -0.102385 -0.861956 -1.788293 -0.1 0.2 -0.4 0.425



5.
20
Properties=species:S:1:pos:R:3:forces:R:3:nbo_charge:R:1 method="wB97M-V/def2-TZVPD" e_above_lowest_kcal_mol=26.4 e_homo_ha="-0.6985 / -0.6982" spin_multiplicity=2 gap_ha="0.43670 / 0.23743" largest_force_ev_per_a=4.94 s2=0.754 total_charge=+2
N -2.472448 0.748615 -0.030983 0.2 -0.6 -0.6 -0.717
N -1.558665 -0.253919 1.870733 1.3 -0.2 -0.5 -0.728
N 1.918079 -0.700141 0.003251 -0.1 -2.4 -4.3 -0.093
N 0.151025 0.626200 -1.132499 1.5 -0.9 -0.1 -0.824
C 0.727264 -0.735310 -0.905242 -1.1 1.5 0.7 -0.123
C 3.128050 -0.311392 -0.755219 0.1 0.9 1.6 -0.481
C -2.307533 0.651505 1.258406 0.1 0.6 0.4 0.424
H 3.956949 -0.262085 -0.048869 0.2 0.1 -0.2 0.284
H -1.245587 -1.094014 1.400595 -0.2 0.2 -0.3 0.402
H 2.954856 0.632362 -1.269987 0.1 0.0 0.1 0.253
H 0.727321 1.262798 -0.576665 -0.5 0.3 -0.1 0.391
H -3.315486 1.182668 -0.390047 0.2 0.4 0.0 0.451
H -0.081036 -1.344502 -0.496521 0.5 -0.3 0.1 0.212
H -2.756113 1.388785 1.922372 -0.3 -0.1 -0.1 0.236
H 1.052931 -1.151353 -1.873282 0.1 -0.2 0.4 0.280
H 1.990745 -1.657566 0.375508 0.3 0.6 1.2 0.427
H 3.354160 -1.080489 -1.507236 -0.2 -0.3 0.2 0.305
H 0.349771 0.859074 -2.102855 -0.3 0.3 0.0 0.410
H -0.911896 0.015362 2.607005 -0.9 0.1 0.5 0.439
H -1.695360 0.511330 -0.717205 -1.0 0.0 1.0 0.454



6.
21
Properties=species:S:1:pos:R:3:forces:R:3:nbo_charge:R:1 method="wB97M-V/def2-TZVPD" e_above_lowest_kcal_mol=37.4 e_homo_ha=-0.4671 gap_ha=0.33614 largest_force_ev_per_a=4.21 total_charge=+1
S 0.559882 1.164851 1.681194 0.1 0.6 1.1 -0.069
N 0.035480 -1.666054 0.188990 -0.1 0.6 -0.9 -0.863
N -2.164551 -1.124048 -0.811594 1.7 3.8 0.4 -0.823
N 1.366158 -0.168835 -1.374276 1.5 -2.0 -1.0 -0.784
N -0.472921 0.665434 -2.683397 0.0 -0.3 2.0 -0.731
C -0.787147 -0.707243 -0.547563 -0.5 0.9 0.5 0.003
C 0.075103 -0.082452 -1.697566 0.6 0.5 -0.3 0.563
C 2.315293 0.775350 1.735501 0.4 0.2 -3.9 -0.718
H 1.432477 -0.902555 -0.611461 -0.3 0.6 -0.6 0.448
H 2.982528 1.638861 1.470089 -0.8 -0.7 0.3 0.240
H 0.052161 -1.397697 1.149802 0.0 -0.1 0.8 0.401
H 0.333336 0.999343 2.991531 -0.2 0.2 -0.1 0.160
H -2.320558 -1.984547 -1.191110 0.0 -2.8 -1.5 0.375
H 2.635135 0.324603 2.606708 0.4 -0.8 1.9 0.238
H -2.644851 -1.076007 0.054824 -0.7 0.2 0.7 0.381
H 2.388004 0.001637 0.900203 0.6 1.0 1.3 0.196
H 2.255015 -0.277547 -1.968050 -2.3 1.2 0.5 0.453
H -0.305614 -2.601098 0.059939 0.0 -0.3 0.1 0.394
H 0.097025 1.366406 -3.188340 -0.6 -0.8 0.5 0.433
H -0.803241 0.258725 0.095164 -0.4 -1.7 -0.8 0.263
H -1.411753 0.949412 -2.341974 0.5 -0.2 -1.2 0.439